C42H35HgN6O7 as an isolated structure, computed with wB97M-V/def2-TZVPD.

The geometry in XYZ format:
```
91
Properties=species:S:1:pos:R:3:forces:R:3:mulliken_spin:R:1
H -4.3865 -0.0158 0.1754 0.0 0.0 0.0 0.00
H 4.9972 0.0368 -3.4050 0.0 0.0 0.0 0.02
H -0.5690 2.1273 -5.5464 0.0 0.0 0.0 0.00
C -2.4475 1.9687 -2.8580 0.1 0.0 0.0 0.00
H 3.7532 1.8760 0.3142 0.0 0.0 0.0 0.01
C 0.3241 1.9808 -6.1614 0.0 0.0 0.0 0.00
H 4.6074 1.0508 1.6283 0.0 -0.1 0.0 0.01
C 4.0756 -0.7063 -1.6290 0.1 -0.1 0.0 -0.12
H -4.3247 1.1804 4.2492 0.0 0.0 0.0 0.00
H -1.2535 5.1233 -2.6168 0.0 0.0 0.0 0.00
C 0.2548 -2.2931 -3.5807 0.0 0.0 0.0 -0.02
N -2.0906 1.2596 2.9975 0.0 0.2 0.0 0.00
O 1.7743 2.2954 1.3963 0.2 0.1 0.1 0.01
H 3.2135 4.1053 6.0805 0.0 0.0 0.0 0.00
H 2.3202 -1.3796 1.2194 -0.1 0.0 0.1 -0.02
O 4.4164 3.1079 1.8729 -0.1 0.2 -0.1 0.00
C 3.1607 -1.3650 0.5381 -0.1 0.1 0.0 -0.07
H -6.5691 0.1672 4.5992 0.0 0.0 0.0 0.00
H 0.2307 3.9187 -1.0039 0.0 0.0 0.0 0.00
C 1.4416 -1.6450 -3.2743 0.0 0.0 0.0 0.05
H -2.4424 -5.2452 -0.8097 0.0 0.0 0.0 0.00
C -0.5443 3.3970 -1.5543 0.0 0.0 0.0 0.00
C 1.6352 3.2106 4.9343 0.0 0.0 0.0 0.00
H 0.0348 1.4942 -7.1013 0.0 0.0 0.0 0.00
C -1.2531 -4.8368 3.5291 0.0 0.0 0.0 0.00
H 5.5166 2.0996 0.5185 0.0 0.0 0.0 0.00
H -0.9721 -0.1602 -5.8988 0.0 0.0 0.0 0.00
C -2.0993 -5.7089 1.4677 0.0 0.0 0.0 0.00
C -4.8479 0.6971 3.4349 0.0 0.0 0.0 0.00
H -3.1952 1.3581 -3.3476 0.0 0.0 0.0 0.00
O -2.0413 -4.4170 -0.5273 0.0 0.0 0.0 0.00
H -2.0909 -6.8069 3.3033 0.0 0.0 0.0 0.00
C -4.2311 0.6522 2.1887 0.0 0.0 0.0 0.00
N 2.9493 0.2369 -3.6835 0.0 0.2 0.1 0.06
C 5.2995 -1.2928 -1.2111 0.0 0.0 0.0 0.15
C -1.5915 1.3881 -1.9201 -0.1 0.0 0.0 0.00
C -0.2971 -0.5765 -5.1624 0.0 0.0 0.0 -0.02
N -1.1864 -0.4927 -0.5213 0.0 -0.1 -0.2 0.01
C 5.4544 -1.9076 0.0080 0.0 0.0 0.1 -0.07
C -1.8400 -5.8714 2.8174 0.0 0.0 0.0 0.00
H 6.4052 -2.3489 0.2848 0.0 0.0 0.0 0.00
H -1.5542 -2.2701 -4.7436 0.0 0.0 0.0 0.00
C -6.0954 0.1206 3.6245 0.0 0.0 0.0 0.00
Hg 0.2227 0.8673 0.6921 0.1 -0.1 0.2 -0.01
O 1.2985 1.2395 -5.4718 0.0 0.0 0.1 0.00
H -2.5458 -6.5193 0.8976 0.0 0.0 0.0 0.00
H -0.4790 -2.8322 3.3910 0.0 0.0 0.0 0.00
H 3.0606 1.0515 -4.2621 0.0 0.0 0.0 0.00
C 4.0447 -0.1280 -2.9069 0.1 0.0 -0.1 0.51
C -0.8262 -2.1055 0.9626 0.1 0.0 0.0 0.00
C -1.7935 -4.5173 0.8100 0.0 0.0 0.0 0.00
C -0.6192 -1.7720 -4.5197 0.0 0.0 0.0 0.05
C -0.1718 2.2255 3.6718 -0.1 -0.1 0.1 0.00
H 4.8415 3.9479 4.1757 0.0 0.0 0.0 0.00
C 2.9128 3.6859 5.1278 0.0 0.0 0.0 0.00
C 2.9710 -0.6649 -0.6874 0.1 0.0 0.2 0.21
C -0.9423 -3.6592 2.8696 0.0 0.0 0.0 0.00
C 1.2139 2.6810 3.7058 0.0 0.0 0.0 0.00
C 4.5639 1.9637 1.0303 0.0 -0.1 0.1 -0.01
H -7.7033 -0.9888 2.7264 0.0 0.0 0.0 0.00
C -2.8753 1.2654 1.9278 0.1 -0.1 0.1 0.00
C -6.1188 -0.5829 1.3304 0.0 0.0 0.0 0.00
C 4.3534 -1.9611 0.8800 0.1 0.0 0.0 0.14
H -2.4475 -0.6342 -2.1336 0.0 0.0 0.0 0.00
H 4.4448 -2.4590 1.8397 0.0 0.0 0.0 0.01
H -6.6024 -1.0987 0.5084 0.0 0.0 0.0 0.00
C -1.7608 -0.0185 -1.5552 0.0 -0.1 0.0 0.00
H -1.0411 -4.9424 4.5851 0.0 0.0 0.0 0.00
H 0.7691 2.9491 -6.3870 0.0 0.0 0.0 0.00
C -6.7347 -0.5260 2.5740 0.0 0.0 0.0 0.00
C 1.7764 -0.4416 -3.8941 0.0 -0.1 -0.1 0.01
C 3.4499 3.0799 2.8481 0.0 0.0 0.2 0.00
N -0.8071 1.6873 2.7043 0.0 -0.1 -0.1 0.00
O 1.9149 -0.0010 -0.9482 -0.2 0.1 0.1 0.11
H 6.1324 -1.2647 -1.9097 0.0 0.0 0.0 -0.01
N -1.4731 -1.7586 -0.1551 -0.1 0.1 0.0 0.00
N -0.6517 2.1035 -1.3027 0.0 0.0 -0.1 0.00
C 2.1064 2.6408 2.5975 0.0 0.0 -0.2 0.00
O 0.0116 -1.4494 1.6150 -0.1 0.0 0.0 0.00
H 0.9152 3.2446 5.7459 0.0 0.0 0.0 0.00
H -0.7253 2.3509 4.6095 0.0 0.0 0.0 0.00
O -2.6269 1.6653 0.7702 0.0 0.1 0.0 0.00
H 0.0002 -3.1981 -3.0436 0.0 0.0 0.0 0.00
C -4.8806 0.0119 1.1381 0.0 0.0 0.0 0.00
C -2.3380 3.3211 -3.1164 0.0 0.0 0.0 0.00
C 0.8783 0.0761 -4.8511 0.1 0.0 0.0 0.01
H 2.1035 -2.0495 -2.5229 0.0 0.0 0.0 -0.02
C -1.3675 4.0599 -2.4535 0.0 0.0 0.0 0.00
C -1.2072 -3.4603 1.5161 0.0 0.0 0.0 0.00
C 3.8184 3.6042 4.0691 0.0 -0.1 0.0 0.00
H -3.0066 3.7982 -3.8244 0.0 0.0 0.0 0.00
```
Positions in Å, forces in eV/Å.

Summary:
HOMO-LUMO gap (alpha / beta) = 4.5 / 6.0 eV
energy above the lowest of the compared OMol25 structures with the same formula, charge and spin = 26.0 kcal per mole
total charge = -2
total energy = -71568.48246 eV
multiplicity = 2